(1)
C18H31BF4NO6Tl as an isolated structure. Source: the Open Molecules 2025 dataset; level of theory: ωB97M-V/def2-TZVPD.

Element x y z (Å)
Tl 0.422 1.167 0.577
C -3.220 1.112 -1.672
C -2.664 2.189 -2.568
O -1.396 2.583 -1.932
C -0.614 3.403 -2.773
C 0.893 3.442 -2.406
O 1.058 3.709 -1.012
C 2.417 3.977 -0.719
C 3.280 2.779 -0.339
O 2.945 1.662 -1.139
C 3.865 0.598 -0.974
C 3.359 -0.702 -1.630
O 2.071 -1.054 -1.120
C 1.691 -2.329 -1.686
C 0.234 -2.269 -2.048
O -0.542 -2.190 -0.891
C -1.952 -2.286 -1.238
C -2.741 -1.056 -0.849
O -2.331 0.000 -1.748
H -4.219 0.792 -2.101
H -3.363 1.456 -0.635
H -3.364 3.051 -2.653
H -2.435 1.795 -3.567
H -1.034 4.433 -2.733
H -0.760 3.048 -3.799
H 1.372 4.192 -3.057
H 1.361 2.475 -2.567
H 2.453 4.656 0.065
H 2.853 4.495 -1.588
H 3.077 2.496 0.735
H 4.300 3.188 -0.468
H 4.138 0.496 0.068
H 4.816 0.874 -1.448
H 4.072 -1.526 -1.413
H 3.263 -0.623 -2.708
H 1.789 -3.154 -0.935
H 2.311 -2.528 -2.590
H 0.012 -3.310 -2.543
H 0.094 -1.469 -2.781
H -2.367 -3.164 -0.685
H -2.099 -2.471 -2.334
H -2.629 -0.759 0.212
H -3.847 -1.212 -0.946
F 0.666 0.538 4.211
B 1.597 1.364 3.480
F 2.150 0.434 2.469
F 0.874 2.362 2.818
F 2.590 1.850 4.308
N 0.422 -2.039 3.193
C -0.862 -2.495 3.338
C -1.610 -1.939 4.394
C -2.945 -2.367 4.685
C -3.467 -3.416 3.937
C -2.799 -3.885 2.804
C -1.497 -3.480 2.503
H 0.682 -1.120 3.493
H 1.056 -2.452 2.540
H -1.125 -1.177 4.952
H -3.488 -1.831 5.456
H -4.467 -3.734 4.181
H -3.312 -4.646 2.250
H -1.032 -3.932 1.632

Summary:
Spin multiplicity: 1
E, a.u.: -1806.93458
Molar mass, g mol⁻¹: 648.6
Charge: +2

(2)
C18H31BiN2 as an isolated structure. Source: the Open Molecules 2025 dataset; level of theory: ωB97M-V/def2-TZVPD.

Element x y z (Å)
C 1.684 2.441 -0.989
H 2.521 2.926 -0.485
H 2.023 2.007 -1.931
H 1.611 1.384 -0.114
C 0.542 3.458 -1.145
H -0.445 2.976 -1.359
H 0.412 4.011 -0.214
C 0.777 4.432 -2.303
H -0.128 5.013 -2.485
H 1.581 5.130 -2.054
H 1.043 3.899 -3.220
C -0.885 -1.882 -0.366
C -1.551 -1.117 -1.374
C -0.571 -0.729 -2.350
C 0.706 -1.232 -1.915
C 0.504 -1.945 -0.691
C 1.507 -2.793 -0.011
C 1.936 -1.248 -2.746
C -0.852 -0.158 -3.696
C -3.018 -0.899 -1.476
C -1.553 -2.634 0.720
Bi -0.075 0.970 -0.263
H 2.823 -1.538 -2.160
H 1.841 -1.984 -3.562
H 2.140 -0.271 -3.212
H 2.532 -2.483 -0.255
H 1.396 -2.770 1.082
H 1.399 -3.844 -0.329
H -2.412 -2.089 1.142
H -1.934 -3.601 0.343
H -0.864 -2.859 1.550
H -3.260 -0.046 -2.124
H -3.510 -1.786 -1.905
H -3.483 -0.713 -0.497
H -0.055 0.521 -4.039
H -0.936 -0.957 -4.448
H -1.801 0.399 -3.715
C 1.698 -0.641 5.099
C 0.766 -0.274 4.020
C -0.585 0.032 4.054
C -0.988 0.336 2.745
N 0.104 0.265 1.941
N 1.152 -0.139 2.740
C -2.326 0.665 2.234
H 1.835 0.204 5.793
H 1.288 -1.473 5.683
H 2.679 -0.932 4.713
H -1.234 0.036 4.921
H 2.065 -0.333 2.356
H -3.048 -0.115 2.521
H -2.680 1.622 2.651
H -2.367 0.756 1.127

Summary:
Spin multiplicity: 1
E, a.u.: -1027.86987
Molar mass, g mol⁻¹: 484.4
Charge: +2

(3)
C18H31CdFO13P2 as an isolated structure. Source: the Open Molecules 2025 dataset; level of theory: ωB97M-V/def2-TZVPD.

Element x y z (Å)
Cd -1.366 -0.160 1.730
F -0.049 0.300 0.326
O -0.113 -1.053 2.989
H -0.251 -1.833 3.561
C 1.073 -3.544 -2.590
C 1.960 -4.625 -2.544
C 2.881 -4.703 -1.555
C 3.105 -3.729 -0.598
C 2.298 -2.570 -0.734
C 1.258 -2.481 -1.690
O 0.443 -1.355 -1.802
O 3.706 -5.831 -1.600
H 0.247 -3.517 -3.285
H 1.788 -5.425 -3.248
H 3.776 -3.733 0.249
H 2.516 -1.732 -0.089
H 0.265 -0.844 -1.009
H 3.230 -6.664 -1.631
C 3.329 4.416 -2.053
C 3.130 3.613 -0.931
C 2.197 2.617 -0.908
C 1.425 2.392 -2.004
C 1.668 3.122 -3.167
C 2.544 4.193 -3.191
O 2.664 5.065 -4.196
O 2.178 1.818 0.207
H 4.060 5.209 -1.996
H 3.801 3.820 -0.111
H 0.797 1.530 -1.836
H 1.217 2.831 -4.104
H 3.349 5.735 -4.123
H 1.346 1.339 0.193
C -0.435 -4.620 1.422
O -1.831 -4.483 1.086
P -2.385 -3.194 0.239
O -2.026 -1.848 0.650
O -1.871 -3.512 -1.275
C -2.404 -2.705 -2.312
O -4.022 -3.430 0.134
C -4.541 -4.642 -0.248
H -0.164 -4.643 2.477
H 0.258 -3.958 0.901
H -0.210 -5.607 1.017
H -2.402 -3.303 -3.223
H -1.875 -1.767 -2.484
H -3.419 -2.351 -2.133
H -5.213 -4.590 -1.104
H -5.115 -4.939 0.630
H -3.801 -5.409 -0.477
C -0.062 4.583 0.667
O -1.276 4.277 1.319
P -1.424 3.460 2.675
O -1.063 1.989 2.531
O -2.992 3.627 3.027
C -3.632 4.833 3.212
O -0.642 4.255 3.791
C 0.494 3.620 4.430
H 0.003 5.661 0.515
H -0.028 4.235 -0.365
H 0.905 4.444 1.150
H -4.237 4.818 4.118
H -4.345 5.043 2.414
H -2.950 5.683 3.251
H 0.486 2.564 4.159
H 0.379 3.574 5.513
H 1.370 4.136 4.037

Summary:
Spin multiplicity: 2
E, a.u.: -2633.04132
Molar mass, g mol⁻¹: 648.8
Charge: -1

(4)
C18H31Cl2N4O3RhS as an isolated structure. Source: the Open Molecules 2025 dataset; level of theory: ωB97M-V/def2-TZVPD.

Element x y z (Å)
O 3.177 1.219 -1.129
C 2.321 1.698 -1.861
C 1.736 3.049 -1.640
C 1.251 3.662 -0.430
H 1.077 3.014 0.426
C 1.029 5.037 -0.419
H 0.716 5.502 0.516
C 1.270 5.781 -1.574
H 1.186 6.859 -1.550
C 1.689 5.192 -2.780
H 1.927 5.771 -3.713
C 1.859 3.802 -2.803
H 2.158 3.281 -3.731
H 1.921 1.193 -2.683
C 0.344 -0.473 -2.725
C -0.216 0.337 -1.660
H 0.525 0.227 -3.548
H -0.357 -1.214 -3.087
H 1.330 -0.859 -2.448
C -0.964 1.478 -1.971
C -2.127 1.322 -2.913
H -0.699 2.478 -1.696
H -2.049 2.076 -3.748
H -3.085 1.456 -2.362
H -2.119 0.301 -3.317
Rh -0.772 -0.128 0.082
Cl -1.763 1.930 0.731
Cl -2.455 -1.539 -0.914
C -2.605 -1.039 2.154
O -1.388 -1.285 1.908
N -3.415 -1.922 2.735
C -2.980 -3.221 3.215
C -4.834 -1.613 2.865
H -3.079 -0.081 1.870
H -1.915 -3.395 2.950
H -3.605 -3.996 2.774
H -3.110 -3.284 4.299
H -5.004 -0.621 2.420
H -5.131 -1.596 3.923
H -5.439 -2.367 2.346
H 1.744 -5.017 -0.236
H 4.330 -4.011 -0.027
C 1.721 -4.242 -1.012
C 3.966 -3.250 -0.731
N 2.531 -3.112 -0.622
H 0.692 -3.953 -1.193
C 1.955 -2.008 -0.192
O 0.700 -1.841 -0.266
H 4.444 -2.298 -0.532
H 2.597 -1.206 0.224
H 2.156 -4.681 -1.917
H 4.210 -3.592 -1.751
N -0.376 1.034 3.736
C 0.511 0.305 3.078
N 0.988 -0.783 3.748
S 1.125 0.714 1.573
H -0.660 0.822 4.661
H -0.960 1.722 3.228
H 1.571 -1.428 3.272
H 0.352 -1.203 4.446

Summary:
Spin multiplicity: 5
E, a.u.: -2578.23126
Molar mass, g mol⁻¹: 557.4